Below is 2 unconnected molecules or ions with the total composition C2H6NO at a distorted geometry, with properties calculated with ωB97M-V/def2-TZVPD.

Element x y z (Å)
O: -2.23147 0.05657 -1.09841
H: -1.61633 -0.25270 -1.80701
C: 1.61986 -0.25256 -0.43324
C: 0.23347 -0.16739 1.41067
N: 0.73018 0.47187 0.33487
H: 2.31522 0.37306 -1.04566
H: 2.11582 -1.06577 0.12522
H: -1.58254 0.54821 -0.53078
H: -0.06848 0.38213 2.30907
H: 0.45685 -1.22088 1.52774

Forces on atoms 1 to 6 (eV/Å):
O 1.45 0.40 -0.52
H -0.71 0.22 0.86
C -0.28 1.38 0.29
C 0.22 1.18 -0.82
N 1.02 -1.66 1.02
H -0.79 -0.57 0.25

Computed properties:
* orbital gap: 6.12 eV
* energy above the lowest of the compared OMol25 structures with the same formula, charge and spin: 30.9 kcal/mol
* total charge: -1
* E_HOMO: -0.045 Ha
* max |F|: 2.2 eV Å⁻¹

***

Below is 2 unconnected molecules or ions with the total composition C4H6N2 at a distorted geometry, with properties calculated with ωB97M-V/def2-TZVPD.

Element x y z (Å)
N: 0.33731 -1.46318 -0.51451
C: -0.01854 -0.58721 0.32219
C: 0.36927 0.66330 0.96785
C: -0.97929 -0.02834 1.27335
C: 0.27234 1.46810 -2.47768
N: 0.84512 0.45765 -2.30204
H: -0.37290 -2.18330 -0.64951
H: 1.02910 -0.44615 -1.83409
H: 0.34838 1.58770 0.39287
H: 1.15210 0.61577 1.72198
H: -1.10747 -0.52179 2.23317
H: -1.87542 0.43745 0.86641

Forces on atoms 1 to 6 (eV/Å):
N -0.22 0.19 0.32
C 0.10 -0.17 -0.06
C 0.18 0.04 -0.05
C -0.20 -0.14 0.06
C 0.73 -0.93 -0.02
N -0.60 0.97 -0.15

Computed properties:
* orbital gap: 11.12 eV
* energy above the lowest of the compared OMol25 structures with the same formula, charge and spin: 74.6 kcal/mol
* E_HOMO: -0.376 Ha
* max |F|: 1.2 eV Å⁻¹

***

Below is a molecular structure, C4H5N3 at a distorted geometry, with properties calculated with ωB97M-V/def2-TZVPD.

Element x y z (Å)
C: -1.54932 -0.85395 0.02920
C: -1.61597 0.77774 0.22079
C: 1.07726 0.97629 -0.04849
C: -0.16803 -0.62808 -0.24517
H: -2.24996 -1.00363 -0.94195
H: -1.84671 -1.47819 1.02010
H: -1.69129 1.54050 1.17426
H: -2.23772 1.00423 -0.55751
H: 1.46420 2.00096 0.04805
N: -0.15203 0.72522 -0.29798
N: 1.96139 -0.05084 0.14132
N: 1.06176 -1.20236 0.08795

Forces on atoms 1 to 6 (eV/Å):
C -4.82 -0.29 1.66
C 2.21 0.10 2.45
C 6.93 2.84 1.74
C 5.35 -3.11 1.22
H 1.55 -0.44 2.51
H 0.71 1.24 -2.79

Computed properties:
* orbital gap: 9.70 eV
* energy above the lowest of the compared OMol25 structures with the same formula, charge and spin: 113.9 kcal/mol
* E_HOMO: -0.336 Ha
* max |F|: 7.7 eV Å⁻¹

***

Below is a molecular structure, C9H19O10Tl at a distorted geometry, with properties calculated with ωB97M-V/def2-TZVPD.

Element x y z (Å)
Tl: 2.09296 0.42987 -2.03991
O: 1.80282 -0.56630 0.58658
H: 1.47995 -1.14823 1.30186
C: -2.66816 2.94021 -1.96561
O: -2.99606 1.67388 -1.30247
C: -2.00000 0.83435 -0.99215
O: -0.76606 0.85247 -1.29042
O: -2.54694 -0.19211 -0.25763
C: -1.89671 -1.41497 -0.07292
H: -2.31530 3.62135 -1.19124
H: -3.43626 3.37260 -2.60683
H: -1.81939 2.72238 -2.61387
H: -2.12811 -1.90213 0.87430
H: -0.82438 -1.26078 0.04730
H: -1.99123 -2.08855 -0.92466
C: 2.01004 -4.18295 -0.53041
O: 1.84708 -4.56296 -1.86940
C: 1.95798 -3.61477 -2.87430
O: 2.03263 -2.39858 -2.80499
O: 1.78433 -4.28392 -3.95856
C: 2.07117 -3.71223 -5.18211
H: 2.91081 -3.56984 -0.50200
H: 2.19619 -5.09973 0.02901
H: 1.08947 -3.70058 -0.20181
H: 1.60899 -2.72512 -5.17220
H: 1.48961 -4.31044 -5.88357
H: 3.13313 -3.68649 -5.42637
C: -0.54459 4.35610 5.98032
O: -1.08403 3.53492 4.93082
C: -0.34102 3.33367 3.83564
O: 0.55257 3.98923 3.39117
O: -0.97094 2.37637 3.09709
C: -0.31317 1.82712 1.96492
H: -0.39416 5.36141 5.58683
H: 0.45633 3.96306 6.15858
H: -1.10024 4.37172 6.91792
H: 0.73474 1.57582 2.12872
H: -0.32888 2.42216 1.05180
H: -0.78527 0.86214 1.78046

Forces on atoms 1 to 6 (eV/Å):
Tl -0.17 -0.32 -0.10
O -0.40 0.30 0.04
H 0.00 -0.19 -0.07
C 1.82 -0.31 -0.10
O 1.26 -0.83 0.31
C 0.80 -0.64 -0.69

Computed properties:
* orbital gap: 2.52 eV
* energy above the lowest of the compared OMol25 structures with the same formula, charge and spin: 53.6 kcal/mol
* total charge: +2
* E_HOMO: -0.604 Ha
* max |F|: 3.5 eV Å⁻¹

***

Below is a molecular structure, C6H12F6NO18S7Zr at a distorted geometry, with properties calculated with ωB97M-V/def2-TZVPD.

Element x y z (Å)
Zr: -4.60670 -16.92869 12.45553
S: -3.95936 -14.60166 14.06995
O: -3.39188 -15.15444 12.83711
O: -3.17879 -14.51530 15.31169
O: -4.58886 -13.31692 13.66223
O: -4.88383 -15.69006 14.12812
S: -3.48815 -18.44872 14.59616
O: -3.36983 -17.60199 15.76452
O: -3.09777 -19.85723 14.71680
O: -4.80045 -18.30624 14.01544
O: -3.00552 -17.78402 13.42559
S: -5.98979 -14.15615 10.89479
O: -6.95189 -13.84618 11.93170
O: -6.58383 -14.19389 9.61312
O: -5.26972 -12.94389 11.32384
O: -5.27660 -15.35096 11.28965
C: -5.52881 -18.11122 7.98257
F: -5.78604 -16.82727 7.80616
F: -6.21579 -18.90033 7.13495
F: -4.27168 -18.39082 7.76003
S: -6.32668 -18.37676 9.81806
O: -7.12481 -17.16525 10.09192
O: -7.07617 -19.62056 9.75235
N: -4.97162 -18.45105 11.05010
S: -4.23191 -19.86488 10.67098
O: -4.40093 -20.51443 9.37349
O: -2.80326 -19.78597 11.08276
C: -5.15950 -21.07311 11.98392
F: -5.92772 -20.36112 12.79457
F: -5.88574 -21.90097 11.23520
F: -4.22066 -21.78149 12.66614
C: -1.90055 -14.80827 9.62153
S: -2.82267 -16.36026 9.51239
O: -3.09126 -16.78681 10.89742
C: -1.58230 -17.50729 8.84958
H: -2.57039 -14.26012 10.28407
H: -1.86995 -14.18131 8.73042
H: -0.86897 -15.01395 9.90723
H: -0.60112 -17.08128 8.64006
H: -1.84841 -17.99977 7.91430
H: -1.55226 -18.30751 9.58906
C: -8.33836 -17.92019 14.91722
S: -8.13413 -16.78717 13.50747
O: -6.77649 -17.00082 12.75593
C: -9.42900 -17.79594 12.47062
H: -8.53033 -18.96536 14.67459
H: -9.20220 -17.60847 15.50434
H: -7.43115 -17.88047 15.52012
H: -9.63841 -17.30502 11.52022
H: -10.37495 -17.95086 12.98952
H: -9.01562 -18.75204 12.14959

Forces on atoms 1 to 6 (eV/Å):
Zr 1.85 3.17 4.36
S 0.88 5.84 1.17
O 5.10 -0.13 -3.27
O -0.20 -0.01 -1.72
O 0.87 -1.36 1.92
O -6.27 -3.84 3.04

Computed properties:
* spin multiplicity: 2
* orbital gap (alpha / beta): 6.14 / 6.11 eV
* total charge: -2
* E_HOMO (alpha / beta): -0.082 / -0.081 Ha
* max |F|: 9.7 eV Å⁻¹

***

Below is 15 unconnected molecules or ions with the total composition C19H39Cl28FO3S2, with properties calculated with ωB97M-V/def2-TZVPD.

Element x y z (Å)
C: 6.29175 0.27819 -0.35763
C: 4.94816 0.13576 0.32967
F: 4.85828 -1.11042 0.91306
O: 4.84832 1.12019 1.33861
S: 3.40042 1.35534 2.07354
O: 2.97924 0.09411 2.63847
O: 2.56109 1.57408 0.70544
C: 1.20964 1.05270 0.72278
C: 1.16619 -0.31742 0.08151
C: -0.22167 -0.92650 0.09503
S: -0.66875 -1.56317 1.74380
H: 6.93362 -0.54140 -0.04804
H: 6.75597 1.21543 -0.06722
H: 6.18768 0.25599 -1.43743
H: 4.12751 0.22459 -0.37654
H: 0.62420 1.74794 0.12321
H: 0.78143 1.05443 1.72315
H: 1.48321 -0.20498 -0.95954
H: 1.88984 -0.96706 0.56825
H: -0.22692 -1.77934 -0.57375
H: -0.96561 -0.22892 -0.27073
H: -1.40472 -0.53633 2.17858
C: 2.77196 -4.30659 1.02401
Cl: 2.63224 -5.71221 2.08230
Cl: 1.27054 -4.01143 0.12906
H: 2.99255 -3.43723 1.63233
H: 3.56941 -4.47870 0.30961
C: -2.91411 0.84427 -2.98608
Cl: -1.55566 -0.27614 -2.90010
Cl: -2.64242 2.28294 -1.98900
H: -3.04188 1.15950 -4.01377
H: -3.80297 0.34332 -2.62745
C: -1.66045 1.00309 -7.34358
Cl: -2.37452 -0.22467 -6.28823
Cl: -1.01955 2.37991 -6.43632
H: -0.84783 0.54522 -7.89351
H: -2.42481 1.36384 -8.02110
C: 3.11979 -4.43460 -2.90892
Cl: 4.81817 -4.04157 -2.60251
Cl: 2.12710 -2.98680 -3.09112
H: 3.05516 -5.01648 -3.81965
H: 2.74125 -4.99952 -2.06459
C: -2.80031 5.86165 -2.62756
Cl: -2.11239 5.63141 -4.23636
Cl: -3.89729 7.25074 -2.55993
H: -3.35784 4.97202 -2.36293
H: -1.99231 6.02886 -1.92609
C: 3.16949 -9.13645 1.07293
Cl: 4.07861 -8.60750 -0.35159
Cl: 1.59572 -9.81464 0.64126
H: 3.74470 -9.89646 1.58695
H: 3.01205 -8.27928 1.70942
C: -4.43427 3.12965 1.44026
Cl: -3.23016 4.41941 1.33169
Cl: -3.73589 1.61498 2.02661
H: -5.20824 3.44563 2.12850
H: -4.83965 2.95988 0.44988
C: 4.03691 -7.28960 5.43959
Cl: 2.91832 -8.25229 4.45714
Cl: 3.26307 -6.59215 6.85982
H: 4.84392 -7.93365 5.76558
H: 4.41442 -6.47675 4.82712
C: 4.77056 0.75373 5.61520
Cl: 6.49297 1.15332 5.57732
Cl: 3.76585 2.12947 6.08178
H: 4.46736 0.43600 4.62529
H: 4.61616 -0.04156 6.33520
C: 4.74838 -2.91756 4.48102
Cl: 3.94842 -3.65209 5.87667
Cl: 5.37672 -4.16636 3.39588
H: 4.02906 -2.31404 3.93832
H: 5.58034 -2.31066 4.81856
C: -5.95401 1.61102 -5.24019
Cl: -6.50994 1.62824 -3.56027
Cl: -4.44360 2.50760 -5.44680
H: -5.78444 0.58149 -5.53286
H: -6.71329 2.06790 -5.86250
C: -4.52922 6.76586 4.36037
Cl: -5.78766 5.91643 3.45177
Cl: -5.11725 7.35666 5.91608
H: -3.71246 6.07681 4.53646
H: -4.19764 7.61182 3.77148
C: -5.44743 -2.41101 -2.89786
Cl: -4.66879 -1.76614 -4.35303
Cl: -7.06536 -3.02821 -3.23254
H: -4.83607 -3.21905 -2.51586
H: -5.52761 -1.61170 -2.17006
C: -6.17333 9.88354 -1.78181
Cl: -5.85516 11.37847 -2.66874
Cl: -7.90101 9.52677 -1.67271
H: -5.68801 9.06687 -2.30083
H: -5.77973 9.98816 -0.77845

Forces on atoms 1 to 6 (eV/Å):
C 0.03 0.06 0.19
C 0.40 0.07 -0.37
F -0.06 -0.17 0.06
O -0.33 0.00 -0.01
S 0.52 0.12 -0.13
O -0.15 -0.13 0.29

Computed properties:
* orbital gap: 9.16 eV
* E_HOMO: -0.333 Ha
* max |F|: 0.6 eV Å⁻¹